1.
# C17H45F3O9Y

C17H45F3O9Y as an isolated structure at a distorted geometry (ωB97M-V with the def2-TZVPD basis set, the Open Molecules 2025 dataset).

Geometry (Å):
Y  -0.50  -0.28  3.36
C  -2.39  2.26  2.43
O  -1.12  2.75  2.02
O  -2.19  1.23  3.24
C  -3.17  3.40  3.12
F  -2.38  4.21  3.83
F  -3.77  4.14  2.17
F  -4.13  2.92  3.91
C  -1.07  3.45  0.78
C  0.34  3.96  0.61
H  0.64  4.55  1.48
H  1.08  3.17  0.50
H  0.43  4.68  -0.21
H  -1.75  4.30  0.80
H  -1.31  2.84  -0.10
H  -2.99  1.97  1.55
C  -0.69  -0.33  -0.10
O  -0.47  -0.82  1.19
H  -1.22  0.63  -0.15
H  0.27  -0.14  -0.61
H  -1.18  -1.06  -0.75
C  2.88  -1.03  1.39
C  3.03  -1.22  2.87
O  1.84  -0.66  3.56
H  2.18  -1.68  0.88
H  3.87  -1.30  0.99
H  2.80  0.01  1.09
H  3.88  -0.68  3.27
H  3.14  -2.27  3.15
H  1.97  -0.79  4.51
C  -2.03  3.70  -3.87
C  -0.92  2.94  -3.19
O  -0.05  2.33  -4.17
H  -2.78  2.99  -4.19
H  -1.64  4.27  -4.70
H  -2.48  4.40  -3.16
H  -1.34  2.10  -2.63
H  -0.30  3.54  -2.51
H  -0.38  1.43  -4.30
C  0.98  -0.89  -3.61
C  -0.34  -1.46  -4.09
O  -1.24  -0.37  -4.35
H  0.79  -0.03  -2.97
H  1.58  -0.56  -4.46
H  1.52  -1.65  -3.05
H  -0.77  -2.05  -3.28
H  -0.19  -2.06  -4.99
H  -2.10  -0.75  -4.57
C  -1.06  -4.69  4.18
C  0.13  -3.75  4.29
O  0.09  -2.66  3.32
H  -1.11  -5.34  5.05
H  -0.96  -5.27  3.26
H  -2.00  -4.15  4.08
H  1.06  -4.31  4.13
H  0.16  -3.28  5.27
H  -0.09  -3.10  2.44
C  2.93  1.72  -0.90
C  3.11  2.26  -2.31
O  2.20  3.34  -2.53
H  3.78  1.04  -0.73
H  2.05  1.11  -0.74
H  2.96  2.54  -0.18
H  2.83  1.47  -3.01
H  4.13  2.57  -2.52
H  1.53  3.03  -3.15
C  -1.07  -4.52  -1.18
C  -0.96  -4.52  0.32
O  0.14  -3.70  0.78
H  -0.11  -4.57  -1.69
H  -1.50  -3.56  -1.46
H  -1.74  -5.31  -1.51
H  -0.79  -5.51  0.74
H  -1.90  -4.16  0.76
H  -0.13  -2.78  0.56

**Lowest unoccupied orbital energy**: -4.5 eV
**Charge**: +1
**Maximum force**: 4.6 eV Å⁻¹
**Energy relative to the best compared isomer or geometry (same formula, charge and spin)**: 0.3663 eV
**HOMO level**: -11.79 eV



2.
# C17H45F6HfO24S5

C17H45F6HfO24S5 as an isolated structure at a distorted geometry (ωB97M-V with the def2-TZVPD basis set, the Open Molecules 2025 dataset).

Geometry (Å):
Hf  -2.65  3.32  -0.93
C  -4.17  -1.00  0.80
F  -5.04  -1.16  -0.19
F  -4.66  -1.74  1.76
F  -2.92  -1.40  0.51
S  -4.20  0.81  1.35
O  -3.17  0.96  2.37
O  -3.79  1.56  0.15
O  -5.52  1.24  1.84
C  -1.02  1.87  -5.26
F  -0.85  0.87  -4.40
F  -0.11  1.83  -6.24
F  -2.25  1.80  -5.79
S  -0.81  3.55  -4.26
O  -1.62  3.44  -3.01
O  0.66  3.69  -4.16
O  -1.36  4.57  -5.13
C  1.28  1.56  0.19
C  0.22  1.17  -0.83
C  0.23  -0.30  -1.17
O  -1.10  1.56  -0.40
H  1.76  2.53  0.05
H  2.21  0.98  0.16
H  1.00  1.40  1.23
H  0.46  1.57  -1.81
H  0.11  -0.40  -2.25
H  -0.60  -0.80  -0.68
H  1.18  -0.78  -0.92
O  1.45  5.72  -2.40
S  2.86  6.07  -2.53
O  3.40  7.17  -1.72
O  3.82  4.73  -2.13
C  3.42  3.51  -2.67
C  4.18  2.54  -1.84
C  3.36  6.35  -4.25
H  3.54  3.27  -3.72
H  2.37  3.26  -2.52
H  3.54  1.67  -1.70
H  4.40  2.92  -0.84
H  5.07  2.14  -2.33
H  4.43  6.52  -4.36
H  2.78  7.14  -4.74
H  3.04  5.40  -4.67
O  -0.03  -6.68  -0.26
S  -1.40  -7.18  0.04
O  -1.82  -7.66  1.37
O  -2.50  -6.08  -0.42
C  -2.30  -4.71  0.06
C  -0.95  -4.05  -0.35
C  -1.84  -8.53  -1.15
H  -2.54  -4.71  1.12
H  -3.13  -4.17  -0.42
H  -0.79  -4.32  -1.39
H  -0.10  -4.26  0.31
H  -1.11  -2.98  -0.24
H  -2.64  -8.19  -1.81
H  -2.00  -9.45  -0.59
H  -0.86  -8.56  -1.64
O  2.14  -5.30  5.00
S  1.01  -4.56  4.45
O  0.11  -3.87  5.31
O  1.61  -3.50  3.29
C  2.78  -3.92  2.54
C  2.81  -3.08  1.18
C  0.03  -5.58  3.25
H  2.72  -5.00  2.41
H  3.72  -3.70  3.05
H  3.64  -2.40  1.03
H  1.89  -2.49  1.10
H  2.73  -3.79  0.35
H  0.71  -6.06  2.54
H  -0.43  -4.89  2.54
H  -0.63  -6.27  3.79
O  0.31  5.11  1.77
H  0.40  5.96  2.20
H  1.08  4.62  2.05
O  -0.36  4.36  -0.82
H  0.08  4.58  0.00
H  0.15  4.81  -1.49
O  -2.33  -1.38  -2.74
H  -1.62  -1.52  -2.10
H  -2.49  -2.25  -3.10
O  -3.13  1.41  -2.50
H  -2.86  0.50  -2.37
H  -3.74  1.37  -3.23
O  -0.70  -0.31  2.30
H  -1.55  0.12  2.41
H  -0.38  0.01  1.46
C  -0.58  2.10  5.13
C  -0.13  3.02  4.03
O  1.18  3.37  4.40
C  1.30  3.11  5.69
O  2.15  3.56  6.48
O  0.46  2.23  6.07
H  -0.64  1.08  4.73
H  -1.49  2.49  5.59
H  -0.80  3.87  4.01
H  -0.06  2.54  3.05

**Lowest unoccupied orbital energy**: -7.6 eV
**Charge**: +1
**Maximum force**: 11.2 eV Å⁻¹
**Energy relative to the best compared isomer or geometry (same formula, charge and spin)**: 3.1796 eV
**HOMO level**: -12.18 eV



3.
# C17H46N17O24

A 12-piece molecular cluster, C17H46N17O24 overall at a distorted geometry (ωB97M-V with the def2-TZVPD basis set, the Open Molecules 2025 dataset).

Geometry (Å):
C  4.71  -0.51  -2.18
C  3.84  0.65  -1.67
C  2.40  0.19  -1.68
N  1.46  1.26  -1.17
C  0.23  1.14  -1.79
N  -0.11  1.82  -2.89
C  -1.35  1.40  -3.19
N  -2.04  1.87  -4.26
N  -1.79  0.49  -2.30
C  -3.09  -0.20  -2.22
O  -2.94  -1.46  -1.67
N  -2.87  -2.51  -2.74
O  -1.80  -2.68  -3.11
N  -0.77  0.31  -1.43
H  5.70  -0.19  -2.44
H  4.20  -0.94  -3.03
H  4.72  -1.26  -1.39
H  4.15  0.98  -0.69
H  3.93  1.47  -2.37
H  2.14  0.03  -2.72
H  2.31  -0.74  -1.11
H  1.31  1.10  -0.17
H  -2.05  2.87  -4.39
H  -2.56  1.29  -4.88
H  -3.50  -0.27  -3.22
H  -3.76  0.39  -1.60
H  -0.70  -0.32  -0.64
C  -6.93  -2.83  -2.74
N  -6.58  -1.40  -2.95
O  -5.62  -1.15  -3.66
O  -7.26  -0.57  -2.41
H  -6.23  -3.45  -3.29
H  -6.88  -3.03  -1.67
H  -7.95  -2.97  -3.10
C  6.14  3.28  -5.29
N  5.93  1.99  -4.58
O  6.19  1.95  -3.39
O  5.53  1.05  -5.24
H  6.50  4.01  -4.58
H  6.86  3.10  -6.08
H  5.18  3.57  -5.71
C  -2.79  1.33  1.21
N  -2.14  1.59  2.52
O  -2.59  2.44  3.24
O  -1.15  0.90  2.75
H  -3.64  1.99  1.09
H  -2.03  1.51  0.47
H  -3.10  0.29  1.21
C  -7.07  0.79  -5.98
N  -7.70  0.38  -7.25
O  -6.98  0.23  -8.22
O  -8.89  0.19  -7.23
H  -6.00  0.91  -6.14
H  -7.52  1.73  -5.66
H  -7.26  0.00  -5.26
C  7.94  -1.41  -4.14
N  9.11  -1.27  -3.23
O  9.08  -1.88  -2.18
O  10.01  -0.56  -3.61
H  7.22  -2.08  -3.68
H  7.52  -0.42  -4.29
H  8.30  -1.82  -5.08
C  0.68  0.46  5.40
N  2.08  0.30  5.90
O  2.27  -0.36  6.89
O  2.94  0.86  5.24
H  0.00  -0.07  6.06
H  0.47  1.53  5.39
H  0.67  0.06  4.40
C  -1.36  -0.21  9.72
N  -2.16  -0.50  8.50
O  -1.58  -0.58  7.44
O  -3.36  -0.64  8.64
H  -0.32  -0.11  9.43
H  -1.74  0.72  10.14
H  -1.50  -1.03  10.41
C  -7.32  -2.93  -8.34
N  -7.58  -4.03  -7.37
O  -7.12  -3.91  -6.25
O  -8.23  -4.97  -7.76
H  -6.73  -2.17  -7.83
H  -6.78  -3.34  -9.18
H  -8.28  -2.53  -8.65
C  0.87  -3.77  10.11
N  0.87  -2.76  11.20
O  0.98  -1.59  10.89
O  0.75  -3.18  12.33
H  0.99  -3.25  9.16
H  1.70  -4.44  10.29
H  -0.07  -4.30  10.15
C  5.62  0.44  3.55
N  5.80  -0.29  2.26
O  6.51  -1.26  2.25
O  5.20  0.16  1.30
H  6.20  -0.06  4.32
H  5.97  1.46  3.40
H  4.57  0.42  3.79
C  1.66  4.06  4.07
N  1.79  5.01  5.21
O  1.96  6.18  4.95
O  1.71  4.53  6.32
H  1.75  4.61  3.14
H  2.46  3.33  4.16
H  0.69  3.58  4.15

**Lowest unoccupied orbital energy**: -4.4 eV
**Charge**: +1
**Maximum force**: 1.4 eV Å⁻¹
**Energy relative to the best compared isomer or geometry (same formula, charge and spin)**: 0.4173 eV
**HOMO level**: -12.29 eV



Number 1: M 539.438 u. Number 2: M 1086.336 u. Number 3: M 872.650 u.